--- a ---
The following is a DFT calculation (ωB97M-V with the def2-TZVPD basis set) of an isolated ion of composition C6H9N2O3S and charge +1.

CARTESIAN COORDINATES (ANGSTROEM)
C1 2.607 -1.289 -0.304
C2 3.452 -0.133 -0.005
C3 0.414 -0.096 0.232
C4 -1.060 -0.502 -0.082
C5 0.485 0.050 1.806
C6 -1.575 -0.185 -1.441
N1 5.809 -0.466 0.008
N2 4.720 -0.306 -0.068
O1 2.986 -2.335 -0.710
O2 -2.299 -2.687 -0.554
O3 1.270 -1.261 -0.193
S1 -1.513 -2.153 0.463
H1 2.917 0.744 0.072
H2 0.615 0.869 -0.255
H3 -1.661 0.240 0.511
H4 -0.414 0.256 2.342
H5 1.270 0.842 2.108
H6 0.798 -0.952 2.046
H7 -2.355 -0.910 -1.604
H8 -0.890 -0.312 -2.291
H9 -2.153 0.755 -1.385

Computed properties:
Gap between HOMO and LUMO in eV: 4.144
Total charge: +1

These are the natural (NBO) partial charges, in e, on atoms 1 to 4:
1. C 0.75
2. C -0.43
3. C 0.11
4. C -0.54

=====

--- b ---
The following is a DFT calculation (ωB97M-V with the def2-TZVPD basis set) of a 2-piece molecular cluster, C6H9N2O3S overall.

CARTESIAN COORDINATES (ANGSTROEM)
C1 0.634 -0.214 3.207
C2 -0.834 0.158 2.970
C3 0.635 -0.199 0.680
C4 -0.173 1.063 0.368
C5 1.649 -0.598 -0.319
C6 -1.332 0.907 -0.646
N1 -2.399 -0.208 4.717
N2 -1.767 -0.067 3.820
O1 1.124 -0.411 4.259
O2 -0.097 2.621 2.620
O3 1.229 -0.398 1.979
S1 -0.980 1.715 1.890
H1 -1.089 -0.843 1.700
H2 -0.166 -0.958 0.706
H3 0.645 1.811 -0.062
H4 1.033 -1.062 -1.085
H5 2.462 -1.322 0.041
H6 2.177 0.274 -0.567
H7 -1.730 0.003 -0.619
H8 -0.949 0.905 -1.631
H9 -1.944 1.766 -0.536

Computed properties:
Gap between HOMO and LUMO in eV: 7.793
Total charge: +1

These are the natural (NBO) partial charges, in e, on atoms 1 to 4:
1. C 0.79
2. C -0.44
3. C 0.16
4. C -0.48

=====

Short version: a, b, most stable first.

=====

--- a ---
The following is a DFT calculation (ωB97M-V with the def2-TZVPD basis set) of C25H43HfNP2 as an isolated structure.

CARTESIAN COORDINATES (ANGSTROEM)
Hf1 0.012 -0.200 1.661
C1 -0.751 -2.034 3.043
C2 0.638 -2.204 2.650
C3 0.523 -0.557 4.308
C4 -0.799 -1.021 4.067
C5 1.420 -1.257 3.423
C6 -1.889 -2.920 2.649
H1 -1.694 -3.416 1.688
H2 -2.830 -2.357 2.552
H3 -2.050 -3.705 3.409
C7 -1.987 -0.624 4.867
H4 -2.903 -1.060 4.461
H5 -2.102 0.466 4.873
H6 -1.886 -0.957 5.911
C8 0.889 0.390 5.394
H7 0.739 -0.070 6.383
H8 0.263 1.290 5.350
H9 1.936 0.700 5.324
C9 2.913 -1.190 3.485
H10 3.290 -1.807 4.321
H11 3.272 -0.160 3.650
H12 3.377 -1.562 2.559
C10 1.172 -3.312 1.798
H13 1.485 -4.179 2.404
H14 2.044 -2.989 1.217
H15 0.415 -3.664 1.089
C11 -1.949 0.823 -3.999
C12 -1.956 -0.500 -4.248
C13 -1.071 -1.190 -5.243
C14 0.324 -0.560 -5.471
C15 1.035 -0.048 -4.244
C16 1.049 1.246 -3.867
C17 0.137 2.310 -4.411
C18 -1.258 1.814 -4.891
H16 -1.581 -1.240 -6.221
H17 0.255 0.200 -6.266
H18 -0.930 -2.234 -4.917
H19 -1.171 1.450 -5.928
H20 -2.605 1.249 -3.224
H21 -2.715 -1.144 -3.775
H22 -1.906 2.700 -4.953
H23 -0.020 3.064 -3.624
H24 1.800 1.589 -3.143
H25 0.608 2.839 -5.260
H26 0.950 -1.361 -5.892
H27 1.653 -0.789 -3.715
P1 -1.428 0.122 -0.347
P2 1.749 1.393 0.791
C19 -0.373 1.394 -1.246
C20 0.668 2.229 -0.485
H28 -1.072 2.055 -1.780
H29 0.115 0.778 -2.011
H30 1.377 2.669 -1.197
H31 0.171 3.064 0.026
C21 2.305 2.745 1.856
H32 2.983 2.337 2.619
H33 1.437 3.179 2.369
H34 2.828 3.526 1.282
C22 3.206 0.656 0.002
H35 3.700 1.365 -0.675
H36 2.914 -0.242 -0.562
H37 3.918 0.336 0.777
C23 -3.125 0.714 -0.245
H38 -3.695 -0.074 0.276
H39 -3.590 0.927 -1.219
H40 -3.140 1.621 0.384
C24 -1.301 -1.429 -1.296
H41 -0.300 -1.885 -1.209
H42 -1.477 -1.237 -2.356
H43 -2.057 -2.141 -0.934
N1 -1.180 2.469 3.322
C25 -0.781 1.611 2.611

Computed properties:
Gap between HOMO and LUMO in eV: 6.517
Total charge: +2

These are the Mulliken partial charges, in e, on atoms 1 to 4:
1. Hf 0.59
2. C 0.46
3. C 0.64
4. C 0.81

=====

--- b ---
The following is a DFT calculation (ωB97M-V with the def2-TZVPD basis set) of C25H43HfNP2 as an isolated structure.

CARTESIAN COORDINATES (ANGSTROEM)
Hf1 0.235 -0.884 -3.536
C1 -0.627 -2.137 -0.637
C2 0.682 -1.999 -1.298
C3 0.689 -0.845 0.733
C4 -0.614 -1.386 0.529
C5 1.503 -1.229 -0.334
C6 -1.712 -3.056 -1.042
H1 -1.487 -3.587 -1.977
H2 -2.668 -2.524 -1.182
H3 -1.871 -3.822 -0.257
C7 -1.704 -1.253 1.519
H4 -2.541 -1.914 1.282
H5 -2.079 -0.225 1.572
H6 -1.342 -1.509 2.521
C8 1.073 -0.071 1.929
H7 0.702 -0.570 2.837
H8 0.630 0.937 1.922
H9 2.160 0.035 2.012
C9 2.957 -1.032 -0.404
H10 3.430 -1.313 0.555
H11 3.226 0.015 -0.607
H12 3.415 -1.643 -1.192
C10 1.287 -3.162 -2.038
H13 1.331 -4.036 -1.361
H14 2.320 -2.972 -2.367
H15 0.699 -3.497 -2.917
C11 -1.006 0.139 -5.061
C12 -1.413 -1.251 -4.806
C13 -0.918 -2.387 -5.689
C14 0.578 -2.359 -6.025
C15 1.555 -1.774 -4.955
C16 1.903 -0.387 -4.766
C17 1.425 0.739 -5.684
C18 -0.032 0.543 -6.170
H16 -1.470 -2.418 -6.644
H17 0.721 -1.909 -7.034
H18 -1.176 -3.355 -5.212
H19 -0.043 -0.137 -7.036
H20 -1.758 0.917 -4.867
H21 -2.421 -1.391 -4.376
H22 -0.386 1.516 -6.564
H23 1.532 1.706 -5.159
H24 2.822 -0.161 -4.190
H25 2.106 0.903 -6.552
H26 0.915 -3.407 -6.177
H27 2.286 -2.531 -4.622
P1 -2.475 2.482 -1.920
P2 1.026 2.173 -2.178
C19 -1.416 3.395 -3.064
C20 0.010 3.678 -2.563
H28 -1.898 4.364 -3.257
H29 -1.393 2.820 -4.010
H30 0.584 4.250 -3.311
H31 -0.007 4.269 -1.633
C21 1.354 2.438 -0.395
H32 1.930 1.592 0.002
H33 0.413 2.515 0.162
H34 1.928 3.369 -0.260
C22 2.689 2.578 -2.852
H35 2.740 3.661 -3.051
H36 2.862 2.021 -3.786
H37 3.464 2.291 -2.120
C23 -4.225 2.614 -2.187
H38 -4.721 1.845 -1.575
H39 -4.494 2.475 -3.239
H40 -4.523 3.615 -1.839
C24 -1.898 0.742 -2.110
H41 -1.712 0.310 -1.123
H42 -0.927 0.703 -2.727
H43 -2.676 0.136 -2.606
N1 -1.965 2.606 0.978
C25 -2.141 2.696 -0.186

Computed properties:
Gap between HOMO and LUMO (alpha / beta) in eV: 4.127 / 4.095
Total charge: +2

These are the Mulliken partial charges, in e, on atoms 1 to 4:
1. Hf -0.42
2. C 0.43
3. C 1.51
4. C 1.08

=====

Short version: a, b, most stable first.

=====

--- a ---
The following is a DFT calculation (ωB97M-V with the def2-TZVPD basis set) of a 2-piece molecular cluster, C2H7N2S overall.

CARTESIAN COORDINATES (ANGSTROEM)
C1 -1.961 -2.212 -0.363
S1 -1.159 -1.893 1.235
H1 -1.843 -1.161 -0.722
H2 -1.560 -2.784 -1.208
H3 -3.066 -2.408 -0.286
N1 0.751 1.143 0.681
C2 1.900 1.329 -0.028
N2 2.326 2.422 -0.535
H4 0.474 0.245 1.062
H5 -0.016 1.771 0.509
H6 2.308 0.336 -0.251
H7 1.844 3.211 -0.094

Computed properties:
Gap between HOMO and LUMO in eV: 6.584
Total charge: -1

These are the natural (NBO) partial charges, in e, on atoms 1 to 4:
1. C -0.76
2. S -0.73
3. H 0.19
4. H 0.17

=====

--- b ---
The following is a DFT calculation (ωB97M-V with the def2-TZVPD basis set) of a 2-piece molecular cluster, C2H7N2S overall.

CARTESIAN COORDINATES (ANGSTROEM)
C1 -1.084 0.496 -0.578
C2 -0.915 -0.053 0.651
N1 -0.483 0.685 1.787
N2 -0.312 0.179 -1.699
H1 -1.835 1.284 -0.732
H2 -0.645 -1.125 0.639
H3 0.534 0.611 1.748
H4 -0.806 0.324 2.675
H5 0.614 -0.254 -1.466
H6 -0.125 0.985 -2.274
S1 2.394 -0.940 -0.180
H7 2.661 -2.193 -0.570

Computed properties:
Gap between HOMO and LUMO in eV: 7.228
Total charge: -1

These are the natural (NBO) partial charges, in e, on atoms 1 to 4:
1. C 0.03
2. C -0.18
3. N -0.86
4. N -0.87

=====

Short version: a, b, most stable first.

=====

--- a ---
The following is a DFT calculation (ωB97M-V with the def2-TZVPD basis set) of one molecule with the formula C3H6O5.

CARTESIAN COORDINATES (ANGSTROEM)
C1 0.311 -1.335 -0.141
C2 -0.301 2.324 -0.064
C3 -0.446 0.889 0.349
O1 0.223 0.075 -0.484
O2 0.894 -1.948 -1.206
O3 1.118 -1.460 0.953
O4 -0.926 -1.843 0.081
O5 -1.078 0.505 1.297
H1 0.238 -2.086 -1.900
H2 2.007 -1.695 0.662
H3 -1.277 -1.440 0.898
H4 -0.085 2.389 -1.126
H5 -1.206 2.868 0.189
H6 0.529 2.757 0.492

Computed properties:
Gap between HOMO and LUMO in eV: 11.383
Total charge: 0
SMILES: CC(=O)OC(O)(O)O

These are the natural (NBO) partial charges, in e, on atoms 1 to 4:
1. C 0.96
2. C -0.72
3. C 0.81
4. O -0.54

=====

--- b ---
The following is a DFT calculation (ωB97M-V with the def2-TZVPD basis set) of one molecule with the formula C3H6O5.

CARTESIAN COORDINATES (ANGSTROEM)
C1 0.177 0.565 -0.269
C2 1.507 -1.422 0.232
C3 -1.556 0.398 0.053
O1 0.066 -0.736 0.213
O2 0.539 1.555 0.563
O3 0.704 0.673 -1.533
O4 -2.435 -0.445 -0.509
O5 -1.913 1.225 0.953
H1 -0.525 1.874 1.012
H2 1.344 1.396 -1.426
H3 -3.257 -0.356 0.013
H4 1.381 -2.316 0.841
H5 2.230 -0.727 0.658
H6 1.740 -1.684 -0.800

Computed properties:
Gap between HOMO and LUMO in eV: 10.599
Total charge: 0
SMILES: COC(O)(O)C(=O)O

These are the natural (NBO) partial charges, in e, on atoms 1 to 4:
1. C 0.76
2. C -0.29
3. C 0.74
4. O -0.56

=====

Short version: a, b, most stable first.